Record 1
Formula: C20H20N4O2
Source: the OMol25 dataset
Level of theory: ωB97M-V/def2-TZVPD

LUMO level: -0.588 eV
ΔE to the lowest compared entry with this formula, charge and spin: 683.1 kJ/mol
structure (SMILES): Cc1cnc(N2CCC/C(=C\C#Cc3cccc(C)n3)C2)c([N+](=O)[O-])c1
E: -1143.43824 hartree
largest force on an atom: 3.41 eV Å⁻¹

Last column: natural (NBO) charge in e.
CARTESIAN COORDINATES (ANGSTROEM)
C (1.39, -0.55, -5.74)  0.069
H (-2.22, -0.77, 0.01)  0.227
H (2.38, 1.19, -1.80)  0.190
C (-1.40, 0.04, 1.85)  -0.027
C (-1.28, 0.08, 3.05)  0.047
N (-1.70, 1.18, 5.15)  -0.412
C (-1.18, 0.16, 4.48)  0.102
H (-1.46, 2.93, 7.67)  0.223
H (1.31, -3.73, -6.70)  0.220
H (-1.04, 0.23, 8.24)  0.209
C (-0.86, 0.64, -1.93)  -0.238
H (1.67, 2.25, -3.06)  0.202
H (1.26, -3.59, -4.28)  0.234
C (-1.53, 0.01, 0.42)  -0.292
H (1.55, -0.09, -6.70)  0.197
H (1.71, 3.17, -0.69)  0.220
C (1.40, -1.93, -5.63)  -0.078
C (-2.26, 2.34, 7.24)  -0.643
H (2.83, -2.82, -6.98)  0.226
C (-0.52, -0.95, 6.50)  -0.167
C (0.87, 2.57, -1.03)  -0.403
N (0.55, -2.31, -2.03)  0.496
H (0.10, 3.23, -1.43)  0.203
C (-0.75, 0.74, -0.41)  0.097
C (-1.61, 1.22, 6.48)  0.219
C (-1.03, 0.16, 7.17)  -0.252
H (1.36, -2.33, -7.78)  0.224
C (-0.58, -0.95, 5.11)  -0.226
C (0.32, 1.71, 0.11)  -0.456
C (0.80, -1.73, -3.29)  -0.017
C (1.15, -2.54, -4.39)  -0.128
H (-1.39, 1.47, -2.28)  0.194
C (1.76, -2.74, -6.83)  -0.631
H (-2.85, 1.95, 8.05)  0.219
H (-0.06, 2.40, 0.84)  0.234
O (-0.22, -3.29, -2.00)  -0.375
H (1.14, 1.11, 0.57)  0.229
H (-0.06, -1.77, 6.98)  0.216
N (1.09, 0.23, -4.69)  -0.430
C (0.80, -0.30, -3.51)  0.422
H (-2.89, 2.95, 6.55)  0.238
H (-0.16, -1.76, 4.54)  0.226
O (1.06, -1.82, -1.00)  -0.348
C (1.47, 1.67, -2.15)  -0.194
H (-1.43, -0.29, -2.20)  0.217
N (0.50, 0.61, -2.49)  -0.481

Record 2
Formula: C2H7NO3
Source: the OMol25 dataset
Level of theory: ωB97M-V/def2-TZVPD

LUMO level: 0.403 eV
ΔE to the lowest compared entry with this formula, charge and spin: 633.5 kJ/mol
E: -360.67235 hartree
largest force on an atom: 2.62 eV Å⁻¹

Last column: natural (NBO) charge in e.
CARTESIAN COORDINATES (ANGSTROEM)
H (1.50, 0.54, -1.54)  0.412
H (-0.79, 1.04, 0.92)  0.485
C (0.17, -0.76, -0.16)  -0.161
H (-3.37, 0.20, -0.02)  0.458
O (-2.50, 0.54, -0.26)  -0.529
H (2.41, -0.83, -1.02)  0.410
N (1.64, -0.19, -0.85)  -0.720
H (0.26, -1.80, 0.12)  0.223
O (-1.75, 0.23, 0.95)  -0.577
C (0.96, 0.23, 0.58)  0.304
O (0.39, 1.39, 0.81)  -0.724
H (-0.57, -0.42, -0.87)  0.261
H (1.66, -0.16, 1.33)  0.157

Record 3
Formula: C35H34FeN10O2
Source: the OMol25 dataset
Level of theory: ωB97M-V/def2-TZVPD

LUMO level (spin up / spin down): 0.690 / 0.691 eV
E: -3315.92768 hartree
largest force on an atom: 1.72 eV Å⁻¹

Last column: Löwdin charge in e.
CARTESIAN COORDINATES (ANGSTROEM)
H (-0.05, -4.07, 2.35)  0.098
C (-3.92, 0.87, -0.14)  -0.019
H (-2.77, -3.88, 1.80)  0.065
C (2.60, 0.71, 4.05)  -0.059
C (-2.42, -5.44, -0.30)  -0.255
C (5.57, 4.35, -1.67)  -0.095
H (-2.41, -2.34, 1.01)  0.077
H (-1.11, -3.53, -3.39)  0.114
H (-6.05, 1.07, 0.06)  0.098
C (-1.01, 3.61, -1.32)  0.000
N (0.93, -1.35, 0.17)  0.008
C (3.67, 0.59, -0.79)  -0.164
H (-0.01, -5.06, 1.01)  0.085
N (0.90, 2.84, 0.16)  0.073
C (-2.02, -3.36, -1.47)  -0.219
H (4.39, 0.50, 1.67)  0.137
C (1.50, -2.17, -0.72)  -0.174
H (-4.01, -3.06, 0.86)  0.089
H (6.04, 5.30, -1.87)  0.099
C (1.30, 0.82, 4.56)  -0.103
H (-1.07, 2.70, -1.90)  0.107
H (-1.20, -1.47, -1.77)  0.109
H (-6.50, -1.13, -1.02)  0.102
H (-0.89, -6.00, -3.28)  0.102
H (2.32, 3.07, 1.70)  0.134
C (-1.85, 4.68, -1.56)  -0.078
H (-0.76, 6.93, 0.77)  0.108
N (1.44, -3.44, -0.34)  0.152
C (-1.85, -6.13, -1.36)  -0.063
C (0.43, 0.87, 3.46)  -0.137
H (3.64, 4.97, -2.39)  0.103
H (-3.69, 1.81, 0.34)  0.119
C (-5.23, 0.45, -0.29)  -0.087
N (0.49, -2.12, 1.15)  0.136
H (-2.43, 6.68, -1.03)  0.100
H (4.43, -0.17, -0.60)  0.116
N (0.80, -3.33, 0.80)  -0.275
N (0.53, -4.43, 1.60)  0.154
C (-1.76, 5.87, -0.81)  -0.092
C (3.31, 0.61, 1.53)  -0.076
C (4.22, 4.16, -1.95)  -0.079
C (-2.94, -3.29, 0.90)  -0.028
C (-4.44, -1.57, -1.33)  -0.034
N (-2.07, -1.96, -1.61)  0.103
C (-0.83, 6.01, 0.20)  -0.020
C (3.61, 2.95, -1.69)  -0.046
C (1.51, 3.48, 1.12)  -0.114
C (-2.87, 0.09, -0.60)  -0.075
C (6.30, 3.31, -1.13)  -0.088
C (2.44, 0.70, 2.66)  -0.342
C (5.69, 2.09, -0.86)  -0.049
Fe (0.77, 0.83, 0.47)  0.512
H (-2.87, -7.28, 0.70)  0.076
C (-0.08, 3.74, -0.29)  -0.193
C (-1.34, -5.45, -2.46)  -0.084
C (4.34, 1.90, -1.13)  -0.215
H (-0.65, 0.95, 3.44)  0.103
N (1.12, 0.80, 2.32)  -0.056
H (6.27, 1.27, -0.44)  0.108
H (7.36, 3.44, -0.92)  0.101
H (3.09, 0.25, -1.65)  0.109
C (-2.47, -4.03, -0.32)  -0.176
O (-0.58, 0.40, -1.27)  -0.054
C (-1.46, 0.55, -0.38)  -0.578
H (-4.63, -2.54, -1.79)  0.121
H (1.35, 5.35, 2.05)  0.162
C (-1.45, -4.08, -2.52)  -0.032
O (-1.14, 1.05, 0.75)  -0.041
H (2.56, 2.80, -1.91)  0.106
C (-3.12, -1.15, -1.19)  -0.216
H (1.01, 0.85, 5.60)  0.080
C (-5.48, -0.78, -0.89)  -0.084
N (2.77, 0.68, 0.36)  -0.050
C (0.00, 4.93, 0.43)  -0.185
H (-4.01, -5.98, 1.05)  0.089
C (-2.96, -6.21, 0.87)  -0.054
H (-2.43, -5.99, 1.80)  0.070
H (-1.80, -7.21, -1.33)  0.105
H (1.93, -1.85, -1.65)  0.114
H (-2.59, 4.61, -2.35)  0.102
H (3.52, 0.64, 4.59)  0.091
N (1.04, 4.73, 1.33)  0.151

Record 4
Formula: C58H40IN6O2Re
Source: the OMol25 dataset
Level of theory: ωB97M-V/def2-TZVPD

2S+1: 2
LUMO level (spin up / spin down): -3.860 / -4.092 eV
ΔE to the lowest compared entry with this formula, charge and spin: 0.0 kJ/mol
E: -3089.09970 hartree
charge: +1
largest force on an atom: 1.07 eV Å⁻¹

Last column: Löwdin spin population.
CARTESIAN COORDINATES (ANGSTROEM)
C (4.43, 0.99, -0.40)  -0.002
H (0.27, -1.66, 7.91)  0.000
C (-5.38, -1.22, -0.66)  0.000
C (1.32, -4.63, 1.06)  0.000
H (3.16, -5.48, 1.77)  0.000
H (1.65, -2.39, -2.57)  0.000
O (3.16, -0.97, -4.32)  0.000
H (-5.22, 1.62, 0.01)  0.001
C (-2.89, 1.10, -3.54)  0.001
C (2.43, 2.87, -1.47)  0.018
C (-1.60, 7.01, -0.66)  0.000
H (7.43, 2.07, 0.74)  0.000
C (0.40, -1.57, 3.27)  -0.001
C (-4.98, -0.98, 0.65)  0.000
C (-1.73, 4.96, -2.53)  -0.001
H (5.07, 1.91, 1.43)  0.000
H (0.70, -5.42, 1.47)  0.000
H (-3.82, 3.80, -0.66)  0.000
H (4.56, -3.72, 0.71)  0.000
H (-1.79, 4.15, -3.26)  0.000
C (2.98, 0.89, -0.05)  -0.019
C (-0.05, -0.23, -5.47)  0.008
C (4.83, 0.55, -1.67)  -0.002
H (-5.59, -0.97, 2.72)  0.000
C (2.60, 0.15, 1.06)  0.010
H (-1.09, 5.48, 0.76)  0.000
H (2.10, -1.46, -6.06)  0.000
C (-1.94, -2.45, 3.37)  0.009
H (4.09, 0.11, -2.34)  0.000
H (-6.98, -1.86, -1.95)  0.000
C (2.08, 1.66, -0.78)  0.013
N (-1.21, 0.40, -5.14)  -0.002
C (3.48, -3.68, 0.63)  0.000
C (-1.61, 0.41, -3.89)  0.005
H (6.46, 0.29, -3.03)  0.000
I (-1.31, -3.72, -0.07)  0.004
H (3.14, -1.40, 3.92)  0.000
N (-1.34, -1.05, 1.65)  0.017
H (3.50, -1.89, -0.56)  0.000
C (1.01, -1.59, -2.21)  0.001
H (-7.87, -1.78, 2.24)  0.000
O (-1.31, -0.14, -1.61)  0.067
C (-6.67, -1.67, -0.92)  0.000
N (1.29, -0.18, 1.43)  -0.012
H (-3.63, 0.39, -3.17)  0.000
C (6.71, 1.63, 0.07)  0.000
C (0.74, -0.86, -4.55)  -0.002
C (-3.57, -0.52, 0.88)  0.004
Re (-0.31, -0.02, 0.17)  0.790
C (0.72, -2.21, 4.59)  0.000
H (3.36, -0.12, -4.73)  0.000
H (2.26, -4.91, 5.95)  0.000
C (-0.84, -0.19, -2.85)  0.002
C (1.42, -3.40, 4.66)  0.000
C (0.24, 2.83, -1.00)  0.019
H (-3.29, 1.60, -4.42)  0.000
H (-4.02, -2.68, 2.76)  0.001
C (0.60, -2.15, 7.00)  0.000
C (-3.21, 0.73, 0.40)  -0.001
C (-1.40, 4.67, -1.21)  -0.002
H (0.23, -0.22, -6.52)  0.000
H (1.73, -3.90, 3.74)  0.000
N (0.87, -1.50, -0.93)  0.005
C (7.10, 1.19, -1.19)  -0.001
H (-8.57, -2.22, -0.09)  0.000
C (2.78, -0.94, 3.01)  0.009
C (-0.88, -1.68, 2.78)  0.006
C (3.51, -0.35, 2.04)  0.003
C (-1.34, 5.70, -0.28)  -0.001
C (-2.00, 6.27, -2.92)  0.000
C (2.70, -4.66, 1.22)  0.001
N (-1.92, 1.23, 0.32)  -0.014
H (-1.55, 7.81, 0.07)  0.000
H (3.43, 3.16, -1.75)  0.001
C (2.01, -1.53, -4.98)  -0.001
C (-2.69, -1.30, 1.61)  0.012
H (-2.11, 8.32, -2.29)  0.000
C (0.30, -1.58, 5.77)  0.000
H (4.58, -0.27, 1.99)  0.000
C (0.33, -0.82, -3.20)  0.008
H (2.01, -2.59, -4.73)  0.000
C (6.16, 0.64, -2.05)  0.000
C (1.51, -2.58, -0.19)  0.001
H (-2.26, 6.48, -3.95)  0.000
C (5.38, 1.53, 0.46)  -0.001
C (-1.06, 3.27, -0.79)  -0.016
H (-2.74, 1.83, -2.74)  0.000
C (-7.17, -1.63, 1.43)  0.000
C (0.73, -3.60, 0.34)  0.001
C (-7.57, -1.87, 0.12)  0.000
H (8.14, 1.28, -1.50)  0.000
C (-5.88, -1.19, 1.70)  0.000
H (-4.67, -1.07, -1.47)  0.000
H (-0.26, -0.65, 5.71)  0.000
C (-3.04, -2.25, 2.62)  0.011
C (2.89, -2.65, -0.08)  0.001
C (1.71, -3.97, 5.90)  0.000
N (0.73, 1.61, -0.59)  0.005
H (1.54, -3.78, 8.03)  0.000
C (-1.92, 7.30, -1.99)  0.000
C (1.41, -0.89, 2.62)  0.006
H (-1.84, -3.05, 4.26)  0.000
H (1.18, 4.60, -2.00)  0.000
C (1.29, 3.60, -1.59)  0.012
C (1.31, -3.34, 7.07)  0.000
C (-4.15, 1.74, 0.01)  0.012
C (-2.05, 2.51, -0.22)  0.016
C (-3.44, 2.85, -0.32)  -0.002